No. 1
Computed, not measured: 2 unconnected molecules or ions with the total composition C2H5NO2, with the ωB97M-V functional and the def2-TZVPD basis.

The geometry in XYZ format:
```
10
Properties=species:S:1:pos:R:3:forces:R:3
N 1.783100 0.100464 -2.126108 0.8 -1.1 0.1
C 0.495559 0.420041 -1.816769 0.3 0.2 -0.2
O 0.055438 1.525828 -1.635251 0.0 0.1 0.0
H 2.056897 -0.861909 -2.003651 -0.4 -0.2 -0.2
H 2.618835 0.661096 -2.111442 -0.6 0.9 0.1
H -0.125953 -0.491338 -1.819654 -0.1 0.1 0.2
C -1.707069 -0.321404 2.863149 -0.4 -0.3 0.4
O -0.712710 -0.977893 3.007427 -0.1 0.3 -0.1
H -2.020067 0.465120 3.576968 0.3 0.1 0.0
H -2.444026 -0.520003 2.065333 0.2 0.0 -0.2
```
Forces are in eV/Å.

Calculated values
**Total energy**: -284.413021 hartree
**Energy above the lowest of the compared OMol25 structures with the same formula, charge and spin**: 1.479 eV
**LUMO energy**: 0.83 eV
**Kohn-Sham gap**: 0.40428 hartree
**Maximum force**: 1.4 eV/A
**SMILES**: NC=O.C=O

No. 2
Computed, not measured: C2H5NO2 in the gas phase, with the ωB97M-V functional and the def2-TZVPD basis.

The geometry in XYZ format:
```
10
Properties=species:S:1:pos:R:3:forces:R:3
N 0.631452 -1.196469 -0.888811 0.3 -2.4 1.6
C 0.276175 0.136641 -0.470479 0.7 0.3 0.0
C -0.653376 0.243832 0.705299 -1.5 -0.8 2.0
O -1.180160 -0.701077 1.265699 0.8 1.3 -1.1
O -0.929143 1.514742 1.180231 2.1 0.5 -1.5
H 1.300256 -1.656936 -0.173712 -1.5 1.1 -1.5
H -0.219975 -1.840926 -0.876889 1.4 1.4 0.0
H 1.193253 0.721900 -0.203970 -0.5 -0.5 -0.4
H -0.186660 0.629630 -1.325190 -0.1 0.3 0.0
H -0.231822 2.148663 0.787822 -1.7 -1.3 0.8
```
Forces are in eV/Å.

Calculated values
**Total energy**: -284.440933 hartree
**Energy above the lowest of the compared OMol25 structures with the same formula, charge and spin**: 0.719 eV
**LUMO energy**: 0.50 eV
**Kohn-Sham gap**: 0.38704 hartree
**Maximum force**: 2.9 eV/A
**SMILES**: NCC(=O)O

No. 3
Computed, not measured: 2 unconnected molecules or ions with the total composition C2H5NO2P, with the ωB97M-V functional and the def2-TZVPD basis.

The geometry in XYZ format:
```
11
Properties=species:S:1:pos:R:3:forces:R:3
C 2.222571 -0.171467 0.055234 -1.0 0.7 0.0
C -1.823839 -0.139785 -0.426984 0.0 0.1 0.1
N -0.422458 -0.180195 -0.127946 -0.2 -0.6 -0.1
O 1.873747 -1.344257 0.142128 0.1 -1.2 0.1
O 3.293886 0.396328 0.015492 1.0 0.5 -0.1
P 0.654997 1.057333 -0.126043 0.6 0.9 2.0
H -2.108408 0.885816 -0.660463 -0.1 0.0 0.0
H -2.054975 -0.773815 -1.289769 -0.1 0.0 0.0
H -2.424309 -0.484979 0.422107 -0.1 0.1 0.0
H 0.012044 -1.100773 0.024309 0.0 0.4 0.1
H 0.776749 1.855799 1.971930 -0.2 -0.9 -2.0
```
Forces are in eV/Å.

Calculated values
**Total energy**: -625.785131 hartree
**Charge**: -1
**Energy above the lowest of the compared OMol25 structures with the same formula, charge and spin**: 3.036 eV
**LUMO energy (alpha / beta)**: 3.73 / 3.73 eV
**Kohn-Sham gap (alpha / beta)**: 0.26922 / 0.26925 hartree
**Maximum force**: 2.3 eV/A

No. 4
Computed, not measured: C2H5NO2S in the gas phase, with the ωB97M-V functional and the def2-TZVPD basis.

The geometry in XYZ format:
```
11
Properties=species:S:1:pos:R:3:forces:R:3
C -0.947856 0.123598 0.191490 -0.7 1.6 2.1
C 0.112548 0.797766 -0.702271 0.7 0.0 0.7
N -0.043296 -2.013882 0.065238 0.0 -0.5 -1.0
O 2.231470 0.662129 0.852164 0.6 1.0 2.3
O -1.084199 -1.209300 -0.250916 0.2 0.0 0.7
S 1.771262 0.072458 -0.383824 -1.1 -1.4 -2.7
H -0.675763 0.208745 1.362129 -0.4 -0.4 -2.6
H -1.966033 0.646184 0.061675 1.5 -0.9 0.1
H -0.201663 0.572621 -1.754677 0.6 0.8 0.8
H 0.391539 1.844771 -0.360531 -1.1 -0.9 -0.9
H 0.411986 -1.705095 0.919520 -0.3 0.6 0.6
```
Forces are in eV/Å.

Calculated values
**Total energy**: -682.459075 hartree
**Energy above the lowest of the compared OMol25 structures with the same formula, charge and spin**: 4.912 eV
**LUMO energy (alpha / beta)**: -0.06 / -0.83 eV
**Kohn-Sham gap (alpha / beta)**: 0.32473 / 0.31442 hartree
**Maximum force**: 3.2 eV/A

No. 5
Computed, not measured: C2H5NO2S in the gas phase, with the ωB97M-V functional and the def2-TZVPD basis.

The geometry in XYZ format:
```
11
Properties=species:S:1:pos:R:3:forces:R:3
C -0.106049 0.111216 -0.809655 -0.3 0.7 -0.1
C -0.695545 -0.167441 0.608641 2.5 0.6 -1.1
N 1.689133 0.835236 0.987140 -4.1 0.5 -2.2
O 1.407514 -1.687095 1.331711 0.6 -2.1 -0.2
O 1.086662 0.821576 -0.762960 1.3 0.4 3.3
S 0.778144 -0.458481 1.723499 0.2 1.5 -1.1
H 0.074509 -0.805114 -1.385216 -0.5 0.0 0.2
H -0.737617 0.873587 -1.353575 -0.2 -1.3 0.4
H -1.007812 0.725221 1.038707 -1.0 1.9 0.5
H -1.486606 -0.871282 0.656348 -0.3 -1.1 0.3
H 2.516156 0.510974 0.561039 1.7 -1.1 0.1
```
Forces are in eV/Å.

Calculated values
**Total energy**: -682.473271 hartree
**Energy above the lowest of the compared OMol25 structures with the same formula, charge and spin**: 4.526 eV
**LUMO energy**: -0.59 eV
**Kohn-Sham gap**: 0.34298 hartree
**Maximum force**: 4.7 eV/A

No. 6
Computed, not measured: 2 unconnected molecules or ions with the total composition C2H5NO2Si, with the ωB97M-V functional and the def2-TZVPD basis.

The geometry in XYZ format:
```
11
Properties=species:S:1:pos:R:3:forces:R:3
O -0.794779 0.478924 0.042254 0.7 0.3 -0.2
Si -2.130912 -0.123858 0.383947 -0.4 -0.1 0.2
H -3.281179 -0.115218 -0.504994 -0.3 0.0 -0.3
H -2.482912 -0.685436 1.678253 0.0 -0.2 0.4
N 0.985679 -2.510792 -0.102828 -0.7 -1.1 -0.1
C 1.579564 -1.542160 -0.034091 3.4 3.7 0.9
C 2.250914 -0.045077 -0.130955 -0.5 1.0 -0.7
O 3.507952 0.891729 0.333677 -2.6 -3.4 -0.2
H 1.431131 0.561140 0.254171 0.2 -0.1 -0.1
H 2.297050 0.064279 -1.216853 0.0 0.0 0.3
H 4.305759 0.372598 0.198933 0.2 -0.1 -0.1
```
Forces are in eV/Å.

Calculated values
**Total energy**: -573.818149 hartree
**Energy above the lowest of the compared OMol25 structures with the same formula, charge and spin**: 4.642 eV
**LUMO energy**: -0.50 eV
**Kohn-Sham gap**: 0.38532 hartree
**Maximum force**: 5.1 eV/A
**SMILES**: O=[SiH2].N#CCO